[1]
This record from the OMol25 dataset describes an isolated molecule of C3H9NO2S. The level of theory is wB97M-V/def2-TZVPD.

The gap between HOMO and LUMO comes out at 9.35 eV. The calculation puts the electronic energy at -19672.94869 eV. The HOMO energy is -8.5 eV. Its charge is 0. The structure (SMILES) is COSON(C)C. Its energy relative to the best compared isomer or geometry (same formula, charge and spin) is 5.4644 eV.

Geometry as XYZ:
```
16
Properties=species:S:1:pos:R:3:forces:R:3
H -1.5567 -0.7587 -1.7092 -0.26 -0.68 1.13
S 1.6502 1.1416 -0.0079 -2.24 -1.42 -0.56
H -1.7328 2.4575 0.1628 0.20 1.06 -0.85
H -2.7827 1.3896 -0.7537 -2.78 0.07 -3.18
H -0.5890 -1.5113 -0.3821 0.13 0.42 0.14
N -0.9904 0.6405 -0.3634 1.17 -0.13 -0.69
O 2.1919 -0.3431 -0.5704 -0.52 1.58 1.56
H 2.4680 -2.0768 0.6440 -0.51 0.78 -0.25
O 0.0588 0.7249 0.5770 1.45 0.55 0.53
H 2.9494 -0.5899 1.4808 -0.26 0.27 -0.98
C 2.8705 -1.0504 0.4731 -1.05 -1.66 1.01
H -2.6498 1.3888 0.9643 0.26 -1.25 -0.23
C -1.3529 -0.7695 -0.6026 0.03 1.53 -1.35
C -2.1249 1.4813 -0.0161 3.12 0.30 4.09
H -2.2120 -0.8529 0.0193 -1.05 -1.33 0.18
H 3.8022 -1.2717 0.0840 2.32 -0.08 -0.54
```
Positions in Å, forces in eV/Å.

---

[2]
This record from the OMol25 dataset describes a cluster of 6 separate species, C23H44Cl10N2O2PSi in total. The level of theory is wB97M-V/def2-TZVPD.

The gap between HOMO and LUMO comes out at 8.91 eV. The calculation puts the electronic energy at -174027.99242 eV. The HOMO energy is -12.0 eV. Its charge is +1. Its energy relative to the best compared isomer or geometry (same formula, charge and spin) is 0.0000 eV.

Geometry as XYZ:
```
83
Properties=species:S:1:pos:R:3:forces:R:3
H -9.0397 2.0161 -2.7160 -0.22 0.07 -0.17
H -7.5464 2.7525 -3.3587 -0.20 0.23 -0.14
C -5.0886 0.6434 -2.9460 0.68 -0.12 0.61
P -2.8753 1.4681 -1.6018 0.58 -0.66 -0.36
C -2.9156 4.2077 -1.4875 0.33 0.06 -0.80
Cl 4.0596 -0.6773 -0.8757 -0.02 0.13 -0.06
N -1.4438 0.8859 -0.8702 -0.17 1.64 0.19
Cl -6.5141 -3.5767 0.1357 0.03 0.03 -0.01
C -2.6321 3.0888 -2.2858 -0.28 0.51 0.28
H 10.6271 -4.4339 0.3630 -0.04 0.03 0.03
N -1.9374 4.5043 -4.1158 -0.04 0.01 0.28
Cl 5.9070 -0.5974 2.0145 0.12 -0.09 -0.03
H -0.4340 1.2625 0.9655 -0.11 -0.18 0.23
C 10.8968 -5.0818 1.1937 0.03 -0.04 -0.09
H -7.0069 -5.1578 1.8005 -0.04 0.00 -0.04
H -2.8589 6.3467 -1.4704 -0.05 0.09 0.02
H -3.5036 -0.6814 -2.3659 0.15 -0.12 0.14
Cl 4.2043 1.6709 7.8584 0.01 0.01 0.01
H 3.9907 -3.7593 -2.8863 -0.01 -0.04 0.06
H 7.9206 -0.7635 3.2047 0.00 0.01 0.00
H -5.1799 1.6840 -3.2657 -0.22 0.08 -0.23
C -2.6772 5.4535 -2.0478 -0.06 0.09 0.44
H -7.9507 -0.7472 -0.4487 -0.22 -0.22 -0.04
H 5.3598 2.7444 6.1102 0.04 -0.02 0.04
H 1.5696 0.9363 -2.3697 0.10 -0.04 -0.16
H 4.8754 -2.8720 -0.6820 -0.03 0.01 0.05
H -1.9362 2.4523 -4.2055 0.07 -0.03 -0.19
Cl -8.1181 -1.7066 2.4584 -0.02 -0.05 0.11
Cl 7.9738 -2.3507 -0.1279 -0.05 -0.04 -0.07
H -7.8884 1.0852 -3.7305 -0.30 -0.20 -0.08
Cl 11.2370 -2.8095 2.6609 0.18 -0.03 0.17
H -9.0353 -3.6710 1.5411 0.02 0.04 -0.04
C 4.9997 0.7374 5.4139 -0.06 0.01 -0.12
C 4.5823 1.9859 6.1461 -0.03 0.06 -0.02
H 8.5422 -0.2648 0.8101 -0.07 -0.02 -0.04
Cl 9.3910 -5.5727 2.0109 -0.03 0.03 0.00
C -1.0537 1.7985 0.2602 0.22 -0.31 -0.19
H 1.2847 1.4957 -0.7425 0.02 -0.11 0.36
H -1.9313 2.2093 0.7441 -0.18 -0.23 0.24
H 9.4331 -1.6142 1.5403 -0.16 0.05 -0.06
H 11.3568 -5.9853 0.7979 0.01 -0.02 0.04
C 1.0042 0.7438 -1.4669 -0.02 0.13 -0.29
C 3.5784 -2.8707 -2.4122 0.06 -0.03 -0.09
Cl 6.5831 0.1344 5.9644 0.04 -0.04 -0.01
C -2.1547 3.3075 -3.5837 -0.02 -0.21 -0.07
H 5.5235 -2.0437 -2.0982 0.00 0.05 -0.02
H 4.2753 -0.0621 5.5455 0.02 -0.02 0.06
H -3.0737 0.3743 -3.7073 0.20 0.06 -0.07
C -8.2362 0.2926 -0.3309 0.99 0.59 -0.35
C -6.9333 -4.0721 1.7993 0.02 -0.10 0.05
Si -7.1063 1.3647 -1.3752 -0.84 -0.49 0.21
H 3.6795 2.3897 5.6906 -0.02 -0.03 -0.01
H -0.4767 2.6424 -0.1051 0.02 0.16 -0.13
H -3.7739 1.5999 -0.5508 0.09 0.05 0.14
Cl 2.1352 -3.3840 -1.4941 -0.05 0.05 -0.01
C -6.6135 2.9396 -0.4589 0.00 -0.46 -0.24
C 8.4539 -1.2717 1.2103 0.09 0.14 0.03
H -1.9938 6.5419 -3.7566 0.05 0.09 -0.19
H -7.1973 3.0415 0.4508 -0.12 0.02 0.12
H 1.2645 -0.2601 -1.1410 0.04 -0.07 0.32
C 4.6193 -2.2383 -1.5263 0.03 -0.12 -0.02
C -2.1843 5.5644 -3.3429 -0.17 -0.55 0.24
C 11.8542 -4.3992 2.1358 0.07 -0.08 -0.06
C -3.5949 0.3279 -2.7596 -0.65 -0.16 -0.22
H -9.2591 0.4792 -0.6355 -0.25 -0.16 0.14
H 12.8043 -4.2236 1.6352 -0.03 0.04 -0.04
C 7.5031 -1.3278 2.3724 0.03 0.00 0.24
H -6.8142 3.7996 -1.0902 0.15 0.25 -0.01
H -5.5677 2.9240 -0.1594 0.16 0.15 0.01
H 5.0953 0.9474 4.3501 0.03 0.02 0.01
H 7.3308 -2.3497 2.6993 -0.03 -0.02 -0.05
O -5.7453 0.4061 -1.7177 -0.21 0.62 -0.30
H -8.5207 -3.8923 3.2167 0.05 0.02 0.02
H -8.0818 0.5607 0.7076 -0.26 -0.05 0.25
H -3.2940 4.1103 -0.4820 -0.10 0.03 0.13
C -7.9990 1.8457 -2.9631 1.06 -0.07 0.37
H 3.2472 -2.1849 -3.1876 -0.02 0.02 0.02
C -0.4332 0.7701 -1.8643 0.53 -0.52 0.86
H -6.1144 -3.7770 2.4494 0.01 0.05 -0.02
H -5.4531 -0.0209 -3.7239 -0.21 0.03 -0.18
C -8.2383 -3.4735 2.2528 -0.06 -0.06 0.03
O -0.7708 0.6324 -3.0026 -0.59 0.02 -1.25
H 12.0342 -4.9951 3.0262 -0.07 0.02 0.04
```
Positions in Å, forces in eV/Å.

---

[3]
This record from the OMol25 dataset describes an isolated molecule of C3H4BrN. The level of theory is wB97M-V/def2-TZVPD.

The gap between HOMO and LUMO (spin up / spin down) comes out at 7.97 / 7.09 eV. The calculation puts the electronic energy at -74703.04575 eV. The HOMO energy (spin up / spin down) is -8.5 / -8.1 eV. Its charge is 0. Its energy relative to the best compared isomer or geometry (same formula, charge and spin) is 4.7809 eV.

Geometry as XYZ:
```
9
Properties=species:S:1:pos:R:3:forces:R:3
N 0.7114 1.5502 0.8668 2.12 -1.29 1.76
H -2.1137 -0.1164 -0.7124 -0.49 -0.12 0.62
C -1.2074 0.2995 -1.0753 -0.30 -0.01 -0.50
H -0.8332 -0.0981 -1.9828 0.52 -0.22 -0.58
C 1.0604 0.4033 0.8569 -0.22 0.90 0.06
H 0.1139 -1.4395 1.1440 2.39 1.10 -0.12
C 1.1703 -0.9414 0.9213 -4.07 -0.63 0.28
H 1.9157 -1.6547 0.6935 1.01 0.11 -0.37
Br -0.8175 1.9971 -0.7119 -0.95 0.17 -1.15
```
Positions in Å, forces in eV/Å.

---

[4]
This record from the OMol25 dataset describes a structure of composition C14H16BrRhSe2. The level of theory is wB97M-V/def2-TZVPD.

The gap between HOMO and LUMO (spin up / spin down) comes out at 5.21 / 5.28 eV. The calculation puts the electronic energy at -218502.80925 eV. The HOMO energy (spin up / spin down) is -15.1 / -15.1 eV. Its charge is +2. Its energy relative to the best compared isomer or geometry (same formula, charge and spin) is 0.3812 eV.

Geometry as XYZ:
```
34
Properties=species:S:1:pos:R:3:forces:R:3
H -2.5240 -2.4116 -2.8442 -0.03 -0.01 0.00
Se -0.2521 -1.3718 -2.8520 0.24 0.08 0.28
H -0.4905 -4.0149 -1.1729 0.04 0.00 -0.07
H 0.2269 -1.7876 -5.2628 0.00 -0.01 -0.03
C 2.0587 2.1730 0.1334 -0.05 -0.02 0.06
H 0.3416 -0.0474 -4.8699 0.01 0.01 -0.01
Br 1.7308 1.3701 -1.5436 0.13 0.20 -0.08
H -3.8005 -1.9591 -0.1380 -0.01 0.01 -0.01
H -0.6723 0.4938 4.3338 0.01 0.01 -0.01
H 3.5341 3.5418 -0.6209 0.00 -0.01 0.00
H -1.2668 -0.7976 -5.0665 -0.01 0.01 -0.03
C 1.3133 1.6762 1.1871 -0.10 -0.03 -0.17
C 3.2162 3.7628 1.4954 -0.03 0.01 0.14
C -0.1253 0.8134 3.4574 0.12 0.11 0.15
H 2.6781 3.7384 3.5678 -0.01 -0.01 -0.01
C -1.5304 -2.8159 -2.6637 -0.20 -0.04 0.02
H -3.2630 -1.0334 1.2764 -0.01 -0.01 0.03
C -3.1430 -1.9625 0.7256 0.03 0.33 -0.34
Rh 0.0751 -0.2271 -0.6612 -0.32 -0.40 -0.46
C 0.3348 0.5907 1.0279 0.03 0.21 0.37
C 0.8316 1.8288 3.5647 -0.08 -0.05 0.04
Se -1.2736 -2.1127 0.1866 0.37 -0.51 0.56
H -3.3187 -2.8189 1.3678 -0.07 -0.01 0.00
H 3.9430 4.5557 1.6035 0.00 -0.01 -0.01
H -2.2563 -4.0376 -1.0542 0.03 -0.03 0.08
H 1.0137 2.2938 4.5278 0.00 -0.02 -0.01
C 2.5062 3.3067 2.5894 0.10 0.09 -0.05
H -1.3009 -3.5597 -3.4259 0.01 0.01 -0.01
C -1.3912 -3.4156 -1.2798 -0.08 0.23 -0.10
H -1.1322 -0.5256 2.2163 -0.01 -0.03 -0.06
C 1.5562 2.2780 2.4516 -0.03 -0.06 0.02
C -0.3688 0.2370 2.2431 0.04 -0.02 -0.32
C -0.2412 -0.9553 -4.7479 -0.05 0.05 0.10
C 2.9903 3.1939 0.2478 -0.05 -0.07 -0.05
```
Positions in Å, forces in eV/Å.

---

[5]
This record from the OMol25 dataset describes the ion C6H13N2OS with charge +1. The level of theory is wB97M-V/def2-TZVPD.

The gap between HOMO and LUMO (spin up / spin down) comes out at 7.95 / 5.24 eV. The calculation puts the electronic energy at -22283.26788 eV. Its expectation value of S² is 2.0118. The HOMO energy (spin up / spin down) is -11.5 / -13.3 eV. Its charge is +1. As for the multiplicity: 3. Its energy relative to the best compared isomer or geometry (same formula, charge and spin) is 0.8867 eV.

Geometry as XYZ:
```
23
Properties=species:S:1:pos:R:3:forces:R:3
H -0.8803 -0.0579 1.8850 -0.16 -0.93 0.49
H 2.5262 -1.1995 -0.8385 0.20 1.21 0.40
C 2.0466 1.5793 0.5113 -2.19 1.02 -1.41
N -2.3733 -0.2440 -0.4655 1.77 -1.83 -0.26
H -3.2268 0.9328 1.0577 0.06 -0.05 -0.56
H -2.1768 1.8261 -0.2257 -0.80 -1.77 1.44
S 1.3636 0.9441 -1.0791 -2.23 -0.66 1.67
H -0.4257 1.6233 1.3633 -0.99 -0.58 -0.12
H 3.0557 1.3708 0.4738 2.15 -0.32 0.48
C 0.4469 -1.4668 -0.0006 0.45 -0.21 1.24
O -0.2871 -2.1035 0.7239 0.73 1.23 -1.74
H 1.8119 2.6422 0.4535 0.57 0.27 -0.29
H 2.3036 -2.5605 0.3344 -0.68 1.22 -0.39
H 1.8684 -2.6219 -1.2858 -1.14 0.80 0.87
C -2.3156 0.8489 0.4401 -0.50 3.40 -0.38
H 1.4841 1.3177 1.3790 0.00 -1.15 0.41
C -1.1563 -0.1519 -1.3178 -1.10 -2.95 0.23
H -2.4577 -1.1319 0.0777 0.10 0.58 -0.88
N 0.1217 -0.1291 -0.5073 0.94 0.50 -2.28
H -1.0420 -1.0540 -1.9910 -0.62 1.11 0.59
C -1.1325 0.7699 1.2814 1.09 2.33 1.63
H -1.3674 0.7341 -1.8496 0.78 1.07 -0.83
C 1.8126 -1.8680 -0.4201 1.56 -4.30 -0.30
```
Positions in Å, forces in eV/Å.

---

[6]
This record from the OMol25 dataset describes a cluster of 7 separate species, C26H27F3N4 in total. The level of theory is wB97M-V/def2-TZVPD.

The gap between HOMO and LUMO comes out at 9.53 eV. The calculation puts the electronic energy at -41511.21923 eV. The HOMO energy is -9.2 eV. Its charge is 0. The structure (SMILES) is Fc1ccccc1.Fc1ccccc1.Fc1ccccc1.CC#N.CC#N.CC#N.CC#N. Its energy relative to the best compared isomer or geometry (same formula, charge and spin) is 0.1886 eV.

Geometry as XYZ:
```
60
Properties=species:S:1:pos:R:3:forces:R:3
H -0.9158 0.5954 5.5648 -0.27 0.09 0.08
C 1.8502 -0.6124 -1.5578 0.33 -0.46 0.38
C 0.6215 1.7737 6.2615 0.02 0.14 -0.37
H -1.5898 1.8031 0.5552 -0.20 -0.04 0.08
N 1.6380 1.8393 6.7877 0.08 -0.01 0.13
F -3.2044 1.6860 -2.1649 -0.10 0.09 0.19
C -0.0551 -1.4988 1.9054 0.31 -0.09 0.06
N -1.2731 4.1901 1.5908 0.07 -0.12 0.00
H 3.8706 -2.0463 5.6043 -0.19 0.01 -0.16
C -1.2154 0.8746 0.9629 0.31 -0.22 -0.20
C -0.1177 0.9200 1.8143 -0.41 0.34 0.10
H -3.7675 0.9267 -6.5494 0.03 -0.08 -0.09
H -1.4116 2.2524 6.0579 -0.07 -0.12 0.05
H -1.7265 -0.6088 -6.5479 -0.17 0.21 -0.17
H -2.5921 -0.4594 -0.0458 -0.01 0.28 -0.09
H 1.7188 0.1776 -0.8280 -0.07 0.28 -0.34
F 1.3449 -0.1532 3.2742 0.10 -0.27 -0.13
C -1.6469 0.3849 -3.3437 -0.12 0.54 0.32
N 5.6337 0.4318 5.8854 0.17 0.03 -0.02
C 2.2004 -2.9443 -1.8886 -0.01 0.22 0.27
C -0.6517 1.6537 5.5612 -0.03 -0.30 -0.01
H -0.2699 -4.0497 -2.0439 0.02 0.14 -0.08
H 2.0543 -2.0275 0.0472 -0.12 -0.15 -0.01
C 2.0275 -1.8865 -1.0239 -0.10 0.16 -0.08
H 0.4857 -2.3897 2.1995 -0.17 -0.01 0.23
F 2.3199 -4.1858 -1.3616 0.06 -0.03 -0.18
H 2.4611 -3.6198 -3.8961 -0.10 -0.03 0.07
C 2.2638 -2.7690 -3.2545 0.14 -0.50 -0.56
C -1.2152 -3.9644 -2.5847 0.58 -0.05 0.23
C -0.9831 5.1062 2.2163 -0.09 0.34 0.18
H 0.3114 1.8742 2.0915 0.04 -0.05 0.10
C -0.9414 -3.7580 -4.0011 -0.17 -0.05 -0.17
C -1.2659 -0.2299 -4.5334 -0.28 0.29 0.32
C -1.1216 -1.5434 1.0242 -0.32 0.55 -0.07
H -1.7487 -3.1023 -2.1902 -0.18 -0.08 0.02
C 4.7493 -0.2236 5.5658 -0.30 0.17 -0.24
H -0.7093 6.0677 4.0593 0.39 0.03 0.06
H 1.8289 0.5873 -3.3222 0.02 -0.03 -0.08
H -4.4798 1.9054 -4.4050 0.16 0.16 0.01
H -0.5974 1.9526 4.5157 0.25 0.14 0.06
H -1.5215 -2.4725 0.6421 0.18 -0.17 0.16
H -0.3838 -0.8498 -4.5831 0.04 0.02 0.07
C 1.9310 -0.4154 -2.9265 -0.25 -0.04 -0.24
C -2.0383 -0.0534 -5.6719 0.00 -0.22 -0.29
C 3.5967 -1.0572 5.2103 1.28 -0.80 1.17
C 0.3751 -0.2545 2.3334 0.13 0.09 -0.13
H 0.3358 6.6464 2.6667 0.14 0.03 0.39
C -3.1719 0.7621 -5.6642 0.62 -0.40 0.36
N -0.7561 -3.5703 -5.1191 0.06 -0.06 0.15
C 2.1261 -1.5024 -3.7933 0.36 0.89 0.95
C -2.8159 1.1225 -3.3219 0.36 -0.05 -0.81
C -1.7320 -0.3611 0.6028 -0.03 -0.40 -0.19
H -1.0748 0.4465 -2.4239 0.25 -0.60 -0.12
H 2.2843 -1.2934 -4.8410 -0.23 -0.29 -0.13
C -0.6383 6.3002 3.0008 -0.48 -0.25 -0.53
H 2.7608 -0.7348 5.8244 -0.41 0.22 -0.64
H -1.3679 7.0830 2.7933 0.01 -0.03 -0.07
C -3.5500 1.3507 -4.4706 -0.82 0.01 0.27
H 3.4962 -1.1750 4.1403 -0.50 0.42 -0.06
H -1.7354 -4.9014 -2.4010 -0.31 0.12 -0.17
```
Positions in Å, forces in eV/Å.